1.
C36H45N4O7SSiW as an isolated structure, computed with ωB97M-V/def2-TZVPD.

```
95
Properties=species:S:1:pos:R:3
W -0.25 1.22 -0.23
O -1.67 1.69 1.04
C -1.85 2.88 1.66
C -3.16 3.30 1.91
C -3.40 4.52 2.50
C -2.34 5.35 2.87
C -1.05 4.92 2.67
C -0.78 3.69 2.08
C 0.58 3.19 1.99
N 1.01 2.17 1.24
C 2.33 1.94 1.56
C 2.72 2.84 2.49
N 1.61 3.62 2.75
H -3.96 2.64 1.61
H -4.42 4.83 2.68
H -2.54 6.31 3.32
H -0.23 5.58 2.96
H 2.88 1.12 1.12
H 3.65 2.99 3.00
H 1.55 4.33 3.45
O -0.82 3.12 -1.12
S -1.84 2.63 -2.11
O -1.60 3.00 -3.47
N -1.81 1.05 -1.79
C -1.41 0.25 -2.90
C -2.25 -0.39 -3.77
C -1.71 -1.11 -4.86
C -0.36 -1.18 -5.07
C 0.53 -0.52 -4.18
C 1.93 -0.51 -4.32
C 2.70 0.17 -3.41
C 2.08 0.81 -2.33
N 0.77 0.81 -2.17
C -0.01 0.17 -3.10
C -3.40 3.26 -1.59
C -4.40 2.41 -1.15
C -5.61 2.95 -0.76
C -5.80 4.33 -0.80
C -4.78 5.17 -1.23
C -3.57 4.64 -1.64
H -3.32 -0.32 -3.64
H -2.38 -1.62 -5.53
H 0.04 -1.73 -5.91
H 2.39 -1.03 -5.15
H 3.78 0.21 -3.49
H 2.67 1.31 -1.57
H -4.22 1.34 -1.11
H -6.41 2.30 -0.43
H -6.75 4.75 -0.49
H -4.94 6.24 -1.26
H -2.77 5.28 -1.99
C 0.06 -0.75 3.58
C -0.35 -2.06 2.92
C -0.36 -3.19 3.94
C -1.70 -1.94 2.24
O 0.65 -2.42 1.95
Si 1.37 -1.77 0.67
O 0.73 -0.30 0.32
O 1.23 -2.67 -0.67
C 0.51 -3.85 -1.07
C 1.23 -4.38 -2.30
C -0.91 -3.42 -1.42
C 0.50 -4.89 0.04
O 2.92 -1.42 1.00
C 4.24 -1.95 0.81
C 4.89 -1.99 2.19
C 4.20 -3.33 0.19
C 4.97 -0.98 -0.10
H -0.66 -0.47 4.36
H 0.10 0.06 2.85
H 1.04 -0.85 4.05
H -1.10 -2.99 4.72
H 0.62 -3.30 4.40
H -0.62 -4.13 3.46
H -2.47 -1.70 2.97
H -1.97 -2.88 1.75
H -1.70 -1.14 1.49
H 1.39 -3.57 -3.01
H 0.63 -5.15 -2.79
H 2.20 -4.81 -2.04
H -0.89 -2.75 -2.28
H -1.36 -2.90 -0.58
H -1.53 -4.28 -1.67
H 1.52 -5.08 0.39
H 0.10 -5.83 -0.35
H -0.11 -4.58 0.88
H 4.33 -2.66 2.84
H 4.89 -0.99 2.63
H 5.92 -2.34 2.12
H 3.65 -4.03 0.83
H 5.22 -3.71 0.08
H 3.73 -3.32 -0.79
H 4.97 0.03 0.33
H 4.49 -0.94 -1.08
H 6.01 -1.28 -0.25
```

- Lowest unoccupied orbital energy (alpha / beta): -3.1 / -3.1 eV
- Electronic energy: -2899.43420 Ha
- Strongest force on any atom: 0.93 eV Å⁻¹
- <S²>: 2.009
- Charge: +1
- Multiplicity: 3

Atom charges from the Löwdin analysis, given in e for atoms 1 to 5:
1 W 1.742
2 O -0.252
3 C -0.305
4 C 0.000
5 C -0.053

=====

2.
C36H45N7O2Pd as an isolated structure, computed with ωB97M-V/def2-TZVPD.

```
91
Properties=species:S:1:pos:R:3
Pd -0.53 -1.46 -0.60
C 1.15 0.81 3.13
N -0.23 0.45 3.33
C -0.68 0.50 4.70
C -0.89 -0.34 2.40
N -0.25 -1.17 1.60
C 0.80 -1.94 2.13
C 0.62 -2.49 3.38
C 1.54 -3.39 3.95
C 2.63 -3.78 3.23
C 2.85 -3.27 1.93
C 3.96 -3.75 1.19
C 4.21 -3.30 -0.07
C 3.39 -2.30 -0.61
C 2.33 -1.76 0.09
N 1.62 -0.70 -0.50
C 2.29 0.34 -0.94
N 3.49 0.77 -0.42
C 3.95 0.43 0.91
C 4.58 1.13 -1.32
N 1.81 1.09 -1.96
C 0.95 0.50 -2.97
C 2.04 2.52 -2.06
C 1.97 -2.30 1.37
N -2.22 -0.16 2.33
C -2.85 1.09 2.69
C -3.08 -1.21 1.80
H 1.33 1.78 3.59
H 1.34 0.89 2.06
H 1.85 0.08 3.56
H -0.01 -0.08 5.34
H -1.68 0.08 4.79
H -0.70 1.53 5.07
H -0.29 -2.27 3.91
H 1.36 -3.79 4.94
H 3.33 -4.51 3.63
H 4.60 -4.50 1.65
H 5.04 -3.69 -0.64
H 3.60 -1.91 -1.60
H 3.12 0.17 1.55
H 4.47 1.29 1.34
H 4.65 -0.42 0.89
H 4.23 1.14 -2.35
H 5.38 0.39 -1.24
H 4.99 2.11 -1.08
H 1.41 -0.40 -3.38
H 0.83 1.22 -3.78
H -0.04 0.25 -2.58
H 2.71 2.76 -2.90
H 2.48 2.89 -1.14
H 1.09 3.04 -2.22
H -2.10 1.86 2.86
H -3.47 0.98 3.59
H -3.49 1.42 1.87
H -3.04 -2.10 2.43
H -2.82 -1.51 0.79
H -4.10 -0.83 1.80
N -0.15 -2.84 -2.44
C -1.42 -3.49 -2.83
C -2.38 -3.66 -1.63
O -3.24 -4.52 -1.74
O -2.20 -2.87 -0.64
H 0.38 -2.56 -3.26
H 0.43 -3.50 -1.93
H -1.27 -4.47 -3.30
H -1.93 -2.86 -3.54
C -1.09 5.65 -1.24
C -0.41 5.18 -0.13
C -0.39 3.82 0.15
C -1.06 2.90 -0.66
C -1.74 3.39 -1.78
C -1.75 4.75 -2.06
C -0.94 1.47 -0.32
C -1.57 0.39 -0.80
C -2.76 0.40 -1.66
C -2.75 -0.17 -2.93
C -3.90 -0.21 -3.72
C -5.09 0.33 -3.24
C -5.11 0.90 -1.98
C -3.97 0.94 -1.20
H -1.10 6.71 -1.47
H 0.12 5.87 0.52
H 0.15 3.45 1.02
H -2.25 2.70 -2.44
H -2.28 5.10 -2.94
H -0.16 1.29 0.42
H -1.83 -0.61 -3.30
H -3.86 -0.67 -4.70
H -5.98 0.28 -3.85
H -6.03 1.33 -1.60
H -3.99 1.41 -0.22
```

- Lowest unoccupied orbital energy (alpha / beta): 0.4 / 0.2 eV
- Electronic energy: -2060.41399 Ha
- Strongest force on any atom: 0.47 eV Å⁻¹
- <S²>: 2.016
- Charge: 0
- Multiplicity: 3

Atom charges from the Löwdin analysis, given in e for atoms 1 to 5:
1 Pd 0.960
2 C -0.058
3 N -0.154
4 C -0.058
5 C -0.408

=====

3.
C36H46N3O3PS3ScSi as an isolated structure, computed with ωB97M-V/def2-TZVPD.

```
94
Properties=species:S:1:pos:R:3
Sc -0.42 -0.12 -0.57
C 2.20 3.54 -0.95
C 1.28 2.73 -0.05
C 1.82 2.63 1.36
C -0.12 3.30 -0.08
O 1.17 1.34 -0.57
Si 2.43 0.41 -1.29
S 1.49 -1.45 -1.24
O 3.71 0.65 -0.35
C 5.11 0.24 -0.47
C 5.56 -0.09 0.93
C 5.21 -0.96 -1.39
C 5.86 1.44 -1.04
O 2.74 0.99 -2.77
C 1.98 1.00 -4.01
C 2.15 -0.34 -4.70
C 2.58 2.12 -4.84
C 0.52 1.29 -3.71
H 2.24 4.56 -0.57
H 1.84 3.56 -1.97
H 3.22 3.14 -0.95
H 1.89 3.63 1.79
H 2.81 2.17 1.37
H 1.15 2.04 1.99
H -0.12 4.30 0.34
H -0.81 2.70 0.51
H -0.50 3.35 -1.10
H 4.98 -0.93 1.33
H 5.44 0.77 1.59
H 6.62 -0.37 0.93
H 4.63 -1.80 -1.01
H 6.26 -1.28 -1.46
H 4.87 -0.72 -2.40
H 5.78 2.29 -0.37
H 5.45 1.71 -2.02
H 6.92 1.19 -1.17
H 3.20 -0.55 -4.87
H 1.63 -0.33 -5.66
H 1.73 -1.15 -4.10
H 3.65 1.94 -4.99
H 2.46 3.08 -4.35
H 2.10 2.16 -5.82
H 0.09 0.48 -3.11
H -0.06 1.32 -4.63
H 0.40 2.23 -3.18
N -1.41 -0.10 6.78
C -1.34 -0.72 8.01
C -1.68 -0.31 9.30
C -1.47 -1.22 10.31
C -0.92 -2.50 10.05
C -0.58 -2.89 8.78
C -0.80 -1.98 7.74
N -0.54 -2.12 6.39
C -0.92 -0.98 5.86
C -0.84 -0.69 4.43
C -1.41 0.43 3.84
C -1.29 0.62 2.48
N -0.64 -0.23 1.70
C -0.09 -1.33 2.26
C -0.16 -1.59 3.60
H -1.72 0.84 6.62
H -2.10 0.67 9.50
H -1.72 -0.95 11.33
H -0.77 -3.18 10.88
H -0.16 -3.87 8.58
H -1.98 1.15 4.42
H -1.75 1.48 2.01
H 0.44 -2.00 1.59
H 0.29 -2.47 4.02
S -1.95 -2.22 -0.71
P -2.99 -0.94 -1.86
S -2.62 0.99 -1.30
C -4.75 -1.31 -1.83
C -5.63 -0.42 -2.45
C -6.99 -0.71 -2.49
C -7.47 -1.88 -1.92
C -6.59 -2.76 -1.29
C -5.24 -2.47 -1.24
C -2.47 -1.11 -3.58
C -2.69 -0.07 -4.49
C -2.33 -0.23 -5.82
C -1.73 -1.41 -6.24
C -1.50 -2.44 -5.34
C -1.87 -2.29 -4.01
H -5.26 0.50 -2.89
H -7.67 -0.02 -2.97
H -8.52 -2.10 -1.95
H -6.97 -3.66 -0.84
H -4.56 -3.16 -0.75
H -3.13 0.86 -4.15
H -2.50 0.57 -6.52
H -1.43 -1.52 -7.27
H -1.03 -3.35 -5.67
H -1.68 -3.09 -3.30
```

- Lowest unoccupied orbital energy: -3.1 eV
- Electronic energy: -4375.79961 Ha
- Strongest force on any atom: 0.76 eV Å⁻¹
- Charge: +1
- Multiplicity: 1

Atom charges from the Löwdin analysis, given in e for atoms 1 to 5:
1 Sc 0.404
2 C -0.005
3 C -0.575
4 C 0.000
5 C -0.031

=====

- Which of these has the lowest strongest force on any atom?
  C36H45N7O2Pd

=====

- What is the formula in the first record?
  C36H45N4O7SSiW

=====

- Which of these has the lowest strongest force on any atom?
  C36H45N7O2Pd

=====

- Among the records above, which one has the lowest strongest force on any atom?
  C36H45N7O2Pd